DFT (ωB97M-V/def2-TZVPD) results for a structure of composition C26H34BeClN6O2S in a non-equilibrium geometry.

```
! wB97M-V def2-TZVPD RIJCOSX def2/J DEFGRID3
* xyz 1 1
Be -0.2033 0.1161 0.3410
Cl 5.2546 3.0450 3.4482
C 4.0239 2.3445 2.4541
C 4.1993 2.3231 1.0614
C 3.2237 1.8033 0.2542
C 2.0236 1.2723 0.7850
O 1.1248 0.8058 -0.0105
C 1.8766 1.2657 2.2098
C 0.8166 0.5433 2.8066
N -0.1316 0.0371 2.0891
C -1.0252 -0.9308 2.4767
C -1.6721 -1.0845 3.6832
C -2.5879 -2.1348 3.8466
C -2.8139 -3.0520 2.8528
C -2.1297 -2.9557 1.6211
C -2.2520 -3.8710 0.5543
C -1.5330 -3.6554 -0.5935
C -0.7248 -2.5133 -0.7004
N -0.6072 -1.6394 0.2671
C -1.2617 -1.8569 1.4263
C 2.8866 1.8284 3.0191
H 5.1016 2.7338 0.6328
H 3.3387 1.7948 -0.8189
H 0.8770 0.3178 3.8722
H -1.4875 -0.4016 4.4988
H -3.1101 -2.2274 4.7870
H -3.5039 -3.8685 2.9996
H -2.9001 -4.7298 0.6581
H -1.5876 -4.3437 -1.4205
H -0.1765 -2.2991 -1.6059
H 2.7512 1.8637 4.0899
C -1.1681 2.1626 -6.9507
C -1.6567 1.0297 -6.0550
N -0.8706 0.9898 -4.8399
C -0.2712 -0.0357 -4.2074
S 0.0733 0.1481 -2.5775
N 0.0552 -1.1785 -4.8458
C 0.5737 -1.2778 -6.2031
C 1.9504 -1.9314 -6.1859
H -1.7594 2.2141 -7.8603
H -0.1254 2.0146 -7.2204
H -1.2505 3.1112 -6.4249
H -1.5999 0.0707 -6.5662
H -2.7060 1.2064 -5.7843
H -0.9989 1.7893 -4.2366
H 0.4653 -1.8612 -4.2206
H 0.6528 -0.2762 -6.6276
H -0.1152 -1.8738 -6.8130
H 2.6306 -1.3618 -5.5557
H 2.3630 -1.9709 -7.1903
H 1.8862 -2.9472 -5.8007
C -3.3609 3.8903 -0.1382
N -2.3550 2.8594 -0.0157
C -0.9968 3.2526 0.3216
C -2.5529 1.5478 -0.2039
O -1.5919 0.7557 -0.0478
N -3.7467 1.0457 -0.6682
C -5.0253 1.2812 -0.0154
C -3.6624 -0.3142 -1.1850
H -2.8731 4.8584 -0.2312
H -3.9987 3.9244 0.7499
H -3.9740 3.7311 -1.0252
H -0.9171 4.3328 0.3354
H -0.2968 2.8497 -0.4101
H -0.7059 2.8549 1.2941
H -5.2143 2.3326 0.1591
H -5.0737 0.7506 0.9421
H -5.8147 0.8968 -0.6609
H -2.7265 -0.4408 -1.7238
H -4.4999 -0.4675 -1.8644
H -3.7081 -1.0590 -0.3833
*
```

The calculation puts the energy relative to the best compared isomer or geometry (same formula, charge and spin) at 51.7 kJ/mol. As for the HOMO-LUMO gap: 7.04 eV.